ORCA calculation (the ωB97M-V functional and the def2-TZVPD basis) on a molecular structure, C25H32DyGeN4O2S2.

Structure (XYZ):
```
67
C25H32DyGeN4O2S2 (the ωB97M-V functional and the def2-TZVPD basis)
Dy -2.095 -0.614 1.698
C -0.611 -3.445 4.281
N 0.107 -2.189 4.358
C -0.461 -0.948 4.368
S -2.095 -0.614 4.359
N 0.404 0.103 4.411
C 1.844 0.076 4.528
H 0.103 -4.259 4.432
H -1.068 -3.536 3.292
H -1.382 -3.487 5.054
H 1.095 -2.234 4.162
H -0.052 1.009 4.440
H 2.127 -0.512 5.405
H 2.205 1.101 4.634
H 2.268 -0.375 3.627
O 1.933 -1.563 0.864
C 0.737 -1.343 0.756
O 0.106 -0.614 1.698
C -0.031 -1.897 -0.409
C -0.679 -0.797 -1.257
Ge 0.649 0.342 -2.145
C 1.485 1.426 -0.764
C 0.642 2.241 0.008
C 1.166 3.051 1.019
C 2.539 3.055 1.269
C 3.387 2.250 0.506
C 2.865 1.438 -0.506
C 1.610 -0.836 -3.355
C 2.995 -1.052 -3.303
C 3.611 -1.918 -4.214
C 2.850 -2.574 -5.183
C 1.471 -2.366 -5.243
C 0.855 -1.502 -4.334
C -0.221 1.624 -3.289
C 0.556 2.525 -4.027
C -0.060 3.461 -4.863
C -1.454 3.499 -4.963
C -2.232 2.601 -4.227
C -1.618 1.664 -3.390
H -0.829 -2.558 -0.010
H 0.634 -2.510 -1.056
H -1.354 -0.173 -0.634
H -1.286 -1.280 -2.050
H -0.425 2.250 -0.175
H 0.507 3.675 1.608
H 2.946 3.682 2.052
H 4.452 2.254 0.700
H 3.549 0.839 -1.067
H 3.614 -0.573 -2.576
H 4.680 -2.080 -4.167
H 3.328 -3.243 -5.887
H 0.880 -2.874 -5.994
H -0.215 -1.351 -4.395
H 1.637 2.501 -3.955
H 0.543 4.157 -5.433
H -1.930 4.224 -5.611
H -3.311 2.631 -4.305
H -2.232 0.975 -2.827
N -4.950 -1.722 4.083
C -4.816 -0.600 3.347
N -4.731 0.534 4.071
S -4.756 -0.614 1.698
H -4.632 -1.731 5.041
H -4.900 -2.604 3.586
H -5.118 0.559 5.004
H -4.745 1.407 3.557
H -2.095 1.437 1.698
```

The calculation puts the energy at -5099.525813 a.u. The LUMO energy (spin up / spin down) comes out at -3.42 / -3.40 eV. Its energy above the lowest of the compared OMol25 structures with the same formula, charge and spin is 0.082 eV. Its expectation value of S² is 9.339. As for the charge: +1. As for the multiplicity: 6.



ORCA calculation (the ωB97M-V functional and the def2-TZVPD basis) on a molecular structure, C25H32FHoO2.

Structure (XYZ):
```
61
C25H32FHoO2 (the ωB97M-V functional and the def2-TZVPD basis)
O 0.545 -0.935 -1.973
C 0.928 0.088 -3.111
C 0.763 -0.775 -4.316
H 1.993 0.359 -2.995
H 0.238 0.935 -3.058
C 0.517 -1.838 -3.226
H 1.656 -0.783 -4.937
H -0.111 -0.619 -4.935
C 1.667 -2.814 -3.252
H 2.591 -2.234 -3.356
H 1.532 -3.506 -4.090
H 1.696 -3.394 -2.318
C -0.845 -2.513 -3.381
H -1.606 -1.755 -3.636
H -1.148 -3.038 -2.470
H -0.817 -3.254 -4.203
Ho 0.247 -0.993 0.101
C -1.580 -1.126 2.766
C -1.735 0.256 2.475
C -2.496 0.386 1.301
H -1.410 1.017 3.179
C -2.864 -0.925 0.872
C -2.293 -1.866 1.780
H -2.504 -2.931 1.838
H -1.176 -1.515 3.673
H -2.930 1.279 0.875
H -3.628 -1.147 0.160
C 1.198 -2.571 2.063
C 0.374 -3.372 1.250
C 0.835 -3.279 -0.103
H -0.433 -4.007 1.593
C 2.027 -2.445 -0.069
C 2.199 -1.994 1.270
H 2.986 -1.336 1.620
H 1.132 -2.470 3.145
H 0.394 -3.755 -0.957
H 2.587 -2.079 -0.928
O -0.708 2.284 -0.719
C -1.871 2.206 -1.588
C -2.426 3.606 -1.795
H -2.642 1.629 -1.074
H -1.591 1.677 -2.514
C -1.723 4.432 -0.670
H -3.513 3.568 -1.736
H -2.142 4.001 -2.776
C -0.439 3.635 -0.315
H -2.331 4.505 0.224
H -1.609 5.439 -1.061
H -0.077 3.613 0.738
H 0.396 4.000 -0.951
F 2.372 3.183 5.542
C 2.024 2.283 4.548
C 2.537 2.435 3.277
C 2.169 1.504 2.265
C 1.409 0.414 2.625
C 1.067 0.184 3.921
C 1.299 1.153 4.916
H 3.253 3.230 3.052
H 2.468 1.680 1.245
H 0.577 -0.730 4.250
H 0.973 1.020 5.948
```

The calculation puts the energy at -2170.002081 a.u. The LUMO energy (spin up / spin down) comes out at -0.18 / -0.17 eV. Its energy above the lowest of the compared OMol25 structures with the same formula, charge and spin is 3.914 eV. Its expectation value of S² is 6.007. As for the multiplicity: 5.



ORCA calculation (the ωB97M-V functional and the def2-TZVPD basis) on a molecular structure, C25H32GeNO5SSn.

Structure (XYZ):
```
66
C25H32GeNO5SSn (the ωB97M-V functional and the def2-TZVPD basis)
Sn 3.401 3.531 1.674
O 4.257 1.386 5.446
C 4.084 2.260 4.507
O 4.055 1.997 3.307
C 3.929 3.665 5.014
O 3.700 4.483 3.874
C 3.723 5.890 4.165
C 3.666 6.658 2.869
O 4.090 7.739 2.675
O 3.018 5.901 1.891
H 4.349 0.480 5.096
H 4.848 3.957 5.532
H 3.095 3.716 5.719
H 4.649 6.158 4.676
H 2.868 6.165 4.788
S 6.947 6.141 0.075
C 7.670 4.888 1.024
C 9.025 4.664 1.263
C 9.366 3.579 2.040
C 8.382 2.726 2.556
C 7.042 2.949 2.321
C 6.681 4.058 1.554
N 5.384 4.456 1.195
C 5.401 5.518 0.399
C 4.215 6.170 -0.182
C 4.240 6.644 -1.495
C 3.151 7.323 -2.016
C 2.024 7.547 -1.238
C 1.975 7.088 0.073
C 3.064 6.411 0.565
H 9.781 5.316 0.848
H 10.408 3.375 2.243
H 8.684 1.866 3.138
H 6.300 2.256 2.691
H 5.113 6.468 -2.111
H 3.184 7.681 -3.035
H 1.179 8.085 -1.646
H 1.112 7.262 0.702
C -8.509 -8.619 -6.470
C -9.487 -8.991 -5.366
C -8.858 -9.902 -4.317
C -7.634 -9.249 -3.659
Ge -6.348 -8.739 -5.003
C -5.388 -10.053 -6.041
C -5.220 -9.757 -7.537
C -4.731 -8.348 -7.849
C -4.427 -8.163 -9.330
H -8.971 -8.047 -7.277
H -8.034 -9.490 -6.928
H -7.741 -7.856 -6.152
H -10.335 -9.498 -5.826
H -9.880 -8.086 -4.899
H -8.571 -10.850 -4.781
H -9.587 -10.144 -3.544
H -7.139 -9.941 -2.974
H -7.912 -8.360 -3.092
H -5.794 -7.315 -4.944
H -5.862 -11.020 -5.866
H -4.407 -10.089 -5.552
H -6.162 -9.943 -8.059
H -4.511 -10.485 -7.938
H -3.839 -8.129 -7.254
H -5.490 -7.614 -7.547
H -3.636 -8.842 -9.650
H -4.101 -7.146 -9.543
H -5.308 -8.368 -9.940
```

The calculation puts the energy at -4091.356585 a.u. The LUMO energy comes out at -7.65 eV. Its energy above the lowest of the compared OMol25 structures with the same formula, charge and spin is 0.000 eV. As for the charge: +3.



ORCA calculation (the ωB97M-V functional and the def2-TZVPD basis) on a single C25H32N4O4S molecule.

Structure (XYZ):
```
66
C25H32N4O4S (the ωB97M-V functional and the def2-TZVPD basis)
C 4.811 1.042 1.817
C 4.054 1.945 0.835
N 2.610 1.969 0.965
C 2.147 2.472 2.248
C 0.806 3.196 2.126
C 1.945 0.753 0.537
C 1.884 0.644 -0.990
C 1.168 1.841 -1.621
N -0.259 1.778 -1.418
C -1.128 1.344 -2.352
S -0.687 1.238 -3.951
N -2.379 1.010 -1.941
C -3.439 0.741 -2.896
C -4.500 1.787 -2.825
C -4.572 3.037 -3.365
C -5.795 3.593 -2.916
C -6.372 2.643 -2.134
O -5.597 1.547 -2.068
C -2.715 0.876 -0.539
C -1.875 -0.170 0.152
C -1.393 -1.265 -0.478
C -0.582 -2.224 0.197
C -0.033 -3.339 -0.441
C 0.748 -4.239 0.254
C 0.974 -4.050 1.633
C 0.458 -2.936 2.271
C -0.312 -2.018 1.565
N -0.825 -0.903 2.173
C -1.573 0.073 1.559
O -1.914 1.069 2.179
O 1.694 -4.938 2.375
C 1.916 -6.176 1.730
C 2.326 -5.947 0.278
O 1.286 -5.300 -0.423
H 5.878 1.109 1.623
H 4.509 0.003 1.704
H 4.628 1.347 2.844
H 4.405 2.975 0.958
H 4.291 1.640 -0.186
H 2.068 1.674 3.005
H 2.890 3.192 2.600
H -0.026 2.507 2.007
H 0.831 3.872 1.276
H 0.622 3.775 3.027
H 0.926 0.779 0.926
H 2.420 -0.157 0.942
H 2.892 0.587 -1.400
H 1.363 -0.277 -1.261
H 1.551 2.760 -1.170
H 1.341 1.861 -2.698
H -0.558 1.833 -0.458
H -3.879 -0.240 -2.688
H -2.983 0.736 -3.890
H -3.846 3.495 -4.005
H -6.185 4.563 -3.146
H -7.297 2.622 -1.592
H -3.768 0.588 -0.480
H -2.622 1.826 0.004
H -1.601 -1.426 -1.526
H -0.206 -3.505 -1.492
H 0.658 -2.804 3.322
H -0.618 -0.749 3.153
H 2.702 -6.680 2.293
H 0.997 -6.778 1.758
H 2.505 -6.891 -0.238
H 3.235 -5.332 0.250
```

The calculation puts the energy at -1890.021047 a.u. The LUMO energy comes out at 0.03 eV. Its energy above the lowest of the compared OMol25 structures with the same formula, charge and spin is 2.185 eV.



Question: The lowest energy above the lowest of the compared OMol25 structures with the same formula, charge and spin belongs to which entry?
Answer: C25H32GeNO5SSn



Question: energy above the lowest of the compared OMol25 structures with the same formula, charge and spin of number 3 (C25H32GeNO5SSn)?
Answer: 0.000 eV



Question: Look up the energy above the lowest of the compared OMol25 structures with the same formula, charge and spin of the first one.
Answer: 0.082 eV